The following is a quantum chemistry calculation of a cluster of 8 separate species, H16O8 in total, from the Open Molecules 2025 dataset.

The calculation puts the energy relative to the best compared isomer or geometry (same formula, charge and spin) at 2.761 eV. As for the SMILES: O.O.O.O.O.O.O.O. For the HOMO energy, the calculation gives -11.0524 eV. For the molecular weight, the calculation gives 144.1 g/mol.

XYZ file:
```
24
Properties=species:S:1:pos:R:3:forces:R:3
O 2.38457 -3.77934 0.95388 -0.147 -0.105 0.224
H 2.24144 -2.94898 0.49973 -0.067 0.363 -0.106
H 2.72982 -4.36500 0.28007 0.090 -0.186 -0.132
O -0.14612 -0.51966 5.03166 0.189 -0.044 -0.052
H -0.19942 -0.09471 5.88770 0.039 0.081 0.227
H -1.01612 -0.40139 4.65043 -0.217 -0.034 -0.191
O 0.90335 2.33459 -5.41254 -0.063 -0.263 -0.087
H 0.49563 3.13984 -5.73125 -0.115 0.190 -0.133
H 1.30783 2.58310 -4.58135 0.148 0.020 0.232
O 0.47536 -0.49578 -0.65539 0.230 -0.190 0.024
H -0.02278 0.05389 -0.05044 -0.105 0.131 0.262
H 0.06480 -0.34810 -1.50737 -0.131 -0.013 -0.286
O -2.15248 2.18310 2.11500 0.241 -0.101 -0.093
H -3.01349 2.08718 1.70794 -0.224 -0.060 -0.136
H -2.29289 2.80373 2.83007 0.012 0.156 0.213
O 2.05191 4.04784 1.20729 0.209 -0.035 0.025
H 1.21042 3.62630 1.38173 -0.218 -0.192 0.082
H 1.82433 4.85921 0.75329 -0.012 0.217 -0.106
O -1.36566 -3.87476 1.97651 -0.206 -0.018 0.198
H -0.45722 -3.78827 1.68759 0.415 0.008 -0.023
H -1.88065 -3.80754 1.17246 -0.133 0.011 -0.179
O -1.39305 -1.11379 -4.55087 -0.192 -0.009 0.219
H -0.72373 -1.79661 -4.59552 0.144 -0.209 -0.022
H -1.02585 -0.38473 -5.05074 0.114 0.281 -0.161
```
Positions in Å, forces in eV/Å.

The following is a quantum chemistry calculation of a cluster of 8 separate species, H16O8 in total in a non-equilibrium geometry, from the Open Molecules 2025 dataset.

The calculation puts the energy relative to the best compared isomer or geometry (same formula, charge and spin) at 3.351 eV. As for the SMILES: O.O.O.O.O.O.O.O. For the HOMO energy, the calculation gives -10.4964 eV. For the molecular weight, the calculation gives 144.1 g/mol.

XYZ file:
```
24
Properties=species:S:1:pos:R:3:forces:R:3
H 1.24645 0.35595 -0.80385 -0.115 -0.089 -0.029
H 1.16081 1.74954 -1.40435 -0.133 0.032 -0.103
H 3.04258 4.17834 0.00553 -0.094 0.038 -0.014
H 2.15319 2.96292 0.20995 -0.099 0.060 0.150
H 1.75140 -3.79877 -2.11018 0.001 0.100 -0.006
H 0.66915 -3.30105 -1.16623 0.031 0.114 0.010
H 4.86563 -0.15201 0.78581 -0.081 -0.009 0.066
H 3.96185 -1.28906 0.33820 -0.084 0.011 0.023
H -2.38012 -1.61650 -1.58595 0.020 0.174 0.077
H -2.98534 -1.96834 -0.23689 0.071 -0.010 -0.184
H -2.57876 2.84073 -1.53265 0.047 -0.066 0.128
H -3.82727 2.20574 -0.94268 0.128 -0.083 0.113
H -2.87905 -0.78975 1.45689 0.066 0.239 -0.123
H -2.53540 0.16464 2.58874 -0.324 0.253 -0.038
H 0.30784 -1.63544 2.05782 -0.003 -0.129 -0.059
H -0.98737 -1.01685 2.55763 0.141 0.033 -0.430
O 0.65347 0.93767 -1.29268 0.274 0.083 0.052
O 2.11891 3.90304 0.00018 0.189 -0.151 -0.086
O 1.42541 -2.99919 -1.68193 0.000 -0.185 0.060
O 3.99549 -0.53685 0.93990 0.090 0.000 -0.139
O -3.05682 -1.33506 -0.95996 -0.116 -0.299 -0.030
O -2.98753 2.60680 -0.69171 -0.153 0.177 -0.222
O -2.50748 0.08282 1.62878 -0.600 0.326 0.429
O -0.62702 -1.54934 1.83959 0.743 -0.619 0.355
```
Positions in Å, forces in eV/Å.

The following is a quantum chemistry calculation of a cluster of 8 separate species, H16O8 in total in a non-equilibrium geometry, from the Open Molecules 2025 dataset.

The calculation puts the energy relative to the best compared isomer or geometry (same formula, charge and spin) at 3.723 eV. As for the SMILES: O.O.O.O.O.O.O.O. For the HOMO energy, the calculation gives -11.2468 eV. For the molecular weight, the calculation gives 144.1 g/mol.

XYZ file:
```
24
Properties=species:S:1:pos:R:3:forces:R:3
O -2.72117 0.93382 -1.41099 -5.419 3.338 -6.136
H -3.44335 1.09270 -0.85125 -1.326 0.271 1.201
H -2.08101 0.60066 -0.96985 6.752 -3.640 4.953
O -1.57343 1.63822 1.96005 -0.854 1.058 1.758
H -0.78251 1.71371 2.48461 0.215 0.292 1.003
H -1.17774 1.26468 1.21763 0.626 -1.332 -2.664
O 1.94553 -3.03116 -2.42207 -0.764 2.342 0.081
H 1.69644 -2.08859 -2.16039 0.668 -1.689 0.350
H 1.71614 -2.85808 -3.34162 0.194 -0.899 -0.485
O 1.32490 -0.29280 -2.17913 -2.820 0.170 -0.403
H 0.46576 0.05602 -2.56139 0.817 -1.078 0.689
H 1.85209 0.41013 -2.48616 1.914 1.293 -0.417
O 0.53070 3.26899 -1.04825 2.426 -2.171 1.494
H 0.90988 2.72375 -0.27942 -0.062 0.842 -1.983
H -0.19894 3.53535 -0.54229 -2.397 1.230 0.485
O -0.35117 -0.01591 0.03987 -1.644 -0.753 2.102
H 0.36780 -0.04865 -0.52319 2.336 0.605 -2.732
H -0.01370 -0.73060 0.60673 -0.747 0.199 0.695
O 1.86474 -0.43274 1.87719 -0.766 1.707 0.040
H 2.34302 -1.18865 1.61311 0.973 -1.484 -0.370
H 2.20041 0.28244 1.31089 -0.108 -0.350 0.360
O -1.59470 -2.67406 3.24669 -1.605 1.098 -4.377
H -1.92475 -2.02726 2.44996 1.290 -2.262 3.350
H -1.35493 -2.13198 3.96928 0.303 1.213 1.008
```
Positions in Å, forces in eV/Å.

The following is a quantum chemistry calculation of a cluster of 8 separate species, H16O8 in total in a non-equilibrium geometry, from the Open Molecules 2025 dataset.

The calculation puts the energy relative to the best compared isomer or geometry (same formula, charge and spin) at 2.810 eV. As for the SMILES: O.O.O.O.O.O.O.O. For the HOMO energy, the calculation gives -9.3784 eV. For the molecular weight, the calculation gives 144.1 g/mol.

XYZ file:
```
24
Properties=species:S:1:pos:R:3:forces:R:3
O -0.19754 -1.70650 -3.43671 -1.457 -0.376 -0.129
H 0.50646 -2.33550 -3.46071 0.774 -0.585 -0.117
H -0.70554 -1.94750 -2.63671 0.422 0.260 -0.419
O 2.55746 0.66850 -0.04571 -0.160 -0.209 1.151
H 2.20946 -0.25050 0.01929 0.355 1.186 0.031
H 2.56546 1.03350 0.87229 0.066 -0.906 -1.102
O -0.68754 0.51550 -0.19571 -1.440 2.047 -0.005
H 0.05146 0.56350 0.38529 1.035 0.109 0.464
H -0.88354 -0.39650 -0.28571 -0.192 -1.426 -0.329
O 0.81646 3.52950 1.14229 0.298 -0.494 0.331
H 0.47546 3.98650 1.91829 0.059 0.001 -0.015
H 1.44146 2.86650 1.48829 -0.378 0.561 -0.293
O -0.80254 -2.10050 -0.72971 0.111 -0.059 -0.287
H -0.00954 -2.36650 -0.27171 0.664 -0.080 0.030
H -1.48854 -2.56050 -0.26971 -1.000 -0.484 0.409
O -2.80054 -0.25450 1.87029 0.505 -0.458 0.034
H -2.01054 0.23050 1.55529 -0.883 0.228 -0.025
H -3.43654 0.32150 2.30729 0.450 0.237 -0.233
O 0.62846 -0.25350 2.08829 0.359 -0.211 0.118
H 0.12246 -1.00350 2.39829 -0.208 -0.421 0.062
H 0.36746 0.43250 2.69729 -0.064 0.515 0.323
O 0.81046 0.42150 -2.40471 1.058 0.341 -0.540
H 0.41346 -0.13050 -3.07871 0.099 -0.286 -0.284
H 0.05646 0.73650 -1.92671 -0.473 0.510 0.825
```
Positions in Å, forces in eV/Å.

The following is a quantum chemistry calculation of a cluster of 8 separate species, H16O8 in total in a non-equilibrium geometry, from the Open Molecules 2025 dataset.

The calculation puts the energy relative to the best compared isomer or geometry (same formula, charge and spin) at 2.322 eV. As for the SMILES: O.O.O.O.O.O.O.O. For the HOMO energy, the calculation gives -10.6511 eV. For the molecular weight, the calculation gives 144.1 g/mol.

XYZ file:
```
24
Properties=species:S:1:pos:R:3:forces:R:3
O -1.78668 16.31619 15.58441 -0.732 -0.464 -0.660
H -1.47955 16.75043 14.78858 -0.051 0.307 -0.244
H -1.08171 16.44972 16.21798 0.310 0.510 0.327
O 2.02242 19.33478 15.22644 -0.533 0.494 -0.701
H 2.48848 19.09600 16.02769 0.090 -0.222 0.206
H 2.35404 18.72679 14.56567 0.066 -0.081 -0.164
O -0.16773 19.46615 18.42400 0.154 -0.085 -0.276
H 0.49764 19.09155 19.00122 0.233 0.056 0.252
H -0.95206 19.52658 18.96936 -0.298 0.005 0.102
O -2.27553 15.74879 18.69708 -0.360 -0.064 0.257
H -1.66294 16.35011 18.27356 0.215 0.174 -0.168
H -1.73025 15.02011 18.99359 0.084 -0.149 0.081
O 0.17124 16.64307 17.22992 0.507 -0.279 0.642
H 0.80926 15.93047 17.19306 0.076 -0.348 -0.220
H 0.68961 17.41840 17.44533 -0.045 0.764 -0.127
O 3.13996 18.21939 17.29462 -0.037 0.281 0.624
H 3.24372 17.28799 17.48947 0.264 -0.760 -0.083
H 3.88791 18.63841 17.72032 0.180 0.221 0.122
O 3.77238 15.45207 17.62594 -0.178 0.274 -0.107
H 4.49367 15.22477 18.21272 0.295 -0.046 0.146
H 3.05543 14.87680 17.89292 -0.166 -0.308 0.023
O -0.23725 14.03660 14.99171 0.841 -0.538 -0.075
H -0.52826 13.43097 15.67344 -0.178 -0.182 0.048
H -0.66287 14.86579 15.20969 -0.736 0.440 -0.008
```
Positions in Å, forces in eV/Å.

The following is a quantum chemistry calculation of a cluster of 8 separate species, H16O8 in total in a non-equilibrium geometry, from the Open Molecules 2025 dataset.

As for the net charge: +1. The calculation puts the energy relative to the best compared isomer or geometry (same formula, charge and spin) at 0.693 eV. Its multiplicity is 2. For the HOMO energy (alpha / beta), the calculation gives -14.4457 / -14.4453 eV. As for the expectation value of S²: 0.757. For the molecular weight, the calculation gives 144.1 g/mol.

XYZ file:
```
24
Properties=species:S:1:pos:R:3:forces:R:3
O -1.29402 1.25340 2.77717 -0.015 -0.106 -0.281
H -0.62284 1.81539 3.16438 0.085 0.284 0.191
H -1.18430 0.41044 3.21718 0.098 -0.299 0.311
O 2.64688 -2.05963 -1.00765 -0.109 0.597 -0.140
H 3.56172 -1.82488 -0.85208 0.415 -0.038 0.292
H 2.56854 -2.10124 -1.96073 0.235 0.184 -0.597
O 1.46786 1.57675 -1.63104 -0.173 -0.534 0.267
H 1.40759 2.44850 -2.02175 -0.083 0.423 0.076
H 1.77023 1.01449 -2.34425 0.175 -0.053 -0.252
O -1.66582 -1.16333 -1.40281 -0.100 -1.679 -1.461
H -0.82139 -0.78919 -1.15143 1.584 0.786 0.729
H -2.30792 -0.67297 -0.88951 -1.400 1.119 1.409
O -2.94023 0.54760 0.66294 0.001 -0.615 -1.072
H -3.73262 0.26634 1.12036 -0.393 0.013 0.049
H -2.27459 0.60398 1.34850 0.431 0.410 0.450
O -0.01912 3.50344 0.40087 0.201 -0.043 -0.183
H -0.89815 3.17628 0.20978 -0.378 0.025 -0.048
H 0.24503 3.03377 1.19199 0.120 0.027 0.205
O 0.24052 -0.49769 0.50192 -0.684 -0.526 -0.340
H 1.05666 -0.79506 0.09978 0.710 -0.073 -0.099
H 0.29433 0.45764 0.47591 0.134 0.619 -0.027
O 0.74137 -3.72337 -0.83726 -1.402 -0.733 -0.387
H 1.46667 -3.12010 -0.99927 0.872 0.236 0.313
H 0.29359 -3.36055 -0.07300 -0.323 -0.024 0.595
```
Positions in Å, forces in eV/Å.